1.
74
Properties=species:S:1:pos:R:3 method="wB97M-V/def2-TZVPD" spin_multiplicity=3 s2=2.01 largest_force_ev_per_a=0.555 gap_ev="5.73 / 5.77" charge=-1 e_lumo_ev="2.33 / 2.33"
Ni 1.195 0.045 -1.334
O 3.929 1.804 -3.932
C 3.092 1.153 -3.289
N 2.333 1.473 -2.254
C 2.320 2.758 -1.663
C 3.048 3.859 -2.078
C 2.948 5.081 -1.402
C 2.114 5.179 -0.305
C 1.367 4.085 0.127
C 1.440 2.859 -0.545
N 0.742 1.726 -0.241
C 0.104 1.403 0.919
O -0.172 2.339 2.094
C 1.409 -0.810 1.687
C 1.570 -1.767 2.687
C 2.173 -2.974 2.391
C 2.629 -3.202 1.104
C 2.455 -2.197 0.170
N 1.866 -1.033 0.447
C 2.827 -0.268 -3.774
C 3.185 -0.636 -5.065
C 2.869 -1.906 -5.507
C 2.216 -2.782 -4.648
C 1.903 -2.338 -3.378
N 2.209 -1.113 -2.949
H 3.708 3.751 -2.925
H 3.524 5.934 -1.738
H 2.032 6.119 0.230
H 0.704 4.178 0.976
H 1.235 -1.549 3.690
H 2.293 -3.727 3.161
H 3.111 -4.128 0.822
H 2.804 -2.312 -0.848
H 3.694 0.095 -5.676
H 3.116 -2.212 -6.517
H 1.936 -3.781 -4.954
H 1.365 -2.967 -2.677
C -1.359 -0.710 3.762
N -1.335 0.594 3.111
N -1.986 0.485 1.848
C -1.358 0.934 0.689
O -1.967 1.101 -0.332
C 0.927 0.586 1.933
C -0.018 1.224 2.971
C 0.538 1.618 4.318
C -3.398 0.381 1.916
C -4.079 -0.316 0.922
C -5.458 -0.436 0.995
C -6.165 0.117 2.056
C -5.476 0.798 3.049
C -4.097 0.936 2.982
H -2.398 -0.979 3.953
H -0.853 -0.643 4.725
H -0.915 -1.501 3.154
H 1.840 1.188 1.993
H 1.350 2.324 4.154
H 0.937 0.755 4.854
H -0.232 2.089 4.928
H -3.525 -0.750 0.101
H -5.982 -0.975 0.215
H -7.242 0.015 2.108
H -6.015 1.235 3.882
H -3.548 1.467 3.747
F -3.703 -3.611 -2.457
C -2.639 -2.811 -2.146
C -1.899 -3.085 -1.022
C -0.806 -2.256 -0.733
C -0.433 -1.161 -1.516
C -1.248 -0.946 -2.643
C -2.336 -1.745 -2.973
H -2.171 -3.921 -0.388
H -0.249 -2.493 0.173
H -1.042 -0.096 -3.288
H -2.950 -1.550 -3.843

---

2.
72
Properties=species:S:1:pos:R:3 method="wB97M-V/def2-TZVPD" spin_multiplicity=5 s2=6.01 largest_force_ev_per_a=4.571 gap_ev="7.99 / 5.73" e_lumo_ev="-0.68 / -2.96"
Rh -2.016 -0.836 0.241
C -0.961 3.382 7.286
C -0.950 2.924 5.860
C -1.906 2.026 5.393
C -1.824 1.505 4.112
C -0.781 1.893 3.291
C 0.147 2.826 3.717
C 0.056 3.345 4.996
S -0.526 1.080 1.719
O 0.846 1.281 1.349
O -1.547 1.509 0.777
N -0.891 -0.486 2.005
C 0.024 -1.441 2.293
C 1.158 -1.234 3.066
C 2.019 -2.293 3.355
C 1.784 -3.560 2.882
C 0.653 -3.817 2.086
C 0.348 -5.090 1.559
C -0.795 -5.258 0.826
C -1.613 -4.146 0.571
N -1.334 -2.942 1.013
C -0.239 -2.754 1.785
H -1.950 3.275 7.725
H -0.633 4.415 7.374
H -0.273 2.769 7.870
H -2.707 1.716 6.048
H -2.552 0.794 3.750
H 0.935 3.116 3.041
H 0.785 4.066 5.338
H 1.356 -0.244 3.445
H 2.881 -2.104 3.978
H 2.457 -4.373 3.112
H 1.015 -5.919 1.757
H -1.067 -6.224 0.429
H -2.526 -4.258 0.003
N -5.149 -1.015 0.739
C -4.052 -0.929 0.391
O -0.575 -0.805 -1.240
Si 0.073 -0.034 -2.442
C -1.074 0.013 -3.956
C -0.669 0.503 -5.195
C -1.521 0.465 -6.285
C -2.791 -0.073 -6.151
C -3.210 -0.561 -4.924
C -2.358 -0.511 -3.836
C 1.712 -0.865 -2.953
C 2.740 -0.143 -3.543
C 3.899 -0.777 -3.954
C 4.038 -2.144 -3.781
C 3.018 -2.873 -3.193
C 1.861 -2.234 -2.781
C 0.513 1.767 -1.920
C 1.700 2.028 -1.262
C 1.999 3.323 -0.874
C 1.114 4.350 -1.149
C -0.074 4.084 -1.809
C -0.386 2.785 -2.177
H 0.324 0.917 -5.307
H -1.195 0.852 -7.240
H -3.455 -0.111 -7.003
H -4.200 -0.982 -4.815
H -2.678 -0.883 -2.866
H 2.636 0.924 -3.675
H 4.692 -0.203 -4.411
H 4.940 -2.642 -4.108
H 3.118 -3.941 -3.058
H 1.062 -2.794 -2.319
H 2.392 1.229 -1.046
H 2.925 3.521 -0.354
H 1.350 5.362 -0.850
H -0.764 4.883 -2.037
H -1.325 2.571 -2.666

---

3.
82
Properties=species:S:1:pos:R:3 method="wB97M-V/def2-TZVPD" spin_multiplicity=3 s2=2.27 largest_force_ev_per_a=4.352 gap_ev="6.04 / 5.70" e_lumo_ev="-1.14 / -1.48"
V -1.131 -1.438 -0.777
O -1.882 -4.701 -1.330
C -2.108 -3.406 -1.013
O -2.193 -2.537 -1.931
C -2.268 -3.044 0.340
C -2.404 -3.937 1.435
C -2.917 -3.460 2.607
C -3.207 -2.081 2.727
C -2.878 -1.244 1.689
N -2.394 -1.692 0.518
C -2.974 0.238 1.789
O -3.812 0.835 2.410
O -1.981 0.812 1.122
H -1.876 -4.785 -2.294
H -2.153 -4.976 1.294
H -3.102 -4.122 3.438
H -3.652 -1.671 3.620
N 0.041 3.332 -2.145
N -0.121 2.000 -2.293
N -0.021 1.394 -3.444
C -0.369 0.152 -3.158
N -0.656 0.021 -1.850
N -0.488 1.210 -1.315
H 0.576 3.720 -2.910
H 0.372 3.582 -1.214
H -0.412 -0.633 -3.884
C -2.993 3.373 5.709
C -3.426 4.209 4.694
C -3.018 3.992 3.390
C -2.162 2.939 3.078
C -1.717 2.121 4.118
C -2.136 2.327 5.417
Si -1.685 2.467 1.307
C 0.197 2.523 1.110
C 0.848 3.734 0.891
C 2.230 3.791 0.786
C 2.982 2.633 0.895
C 2.348 1.417 1.101
C 0.970 1.367 1.204
C -2.549 3.371 -0.114
C -2.566 4.763 -0.196
C -3.163 5.404 -1.266
C -3.740 4.673 -2.290
C -3.720 3.291 -2.231
C -3.138 2.650 -1.153
H -3.328 3.530 6.724
H -4.094 5.028 4.919
H -3.384 4.635 2.603
H -1.050 1.298 3.900
H -1.802 1.664 6.201
H 0.266 4.642 0.818
H 2.721 4.739 0.618
H 4.060 2.673 0.837
H 2.940 0.518 1.192
H 0.468 0.416 1.346
H -2.106 5.349 0.589
H -3.175 6.482 -1.310
H -4.202 5.181 -3.124
H -4.159 2.713 -3.029
H -3.142 1.567 -1.113
O 6.585 -4.776 1.013
S 7.349 -5.161 -0.152
O 8.511 -4.345 -0.433
O 7.479 -6.587 -0.370
C 6.257 -4.718 -1.591
N 6.760 -4.946 -2.780
C 5.969 -4.695 -3.813
C 4.689 -4.188 -3.648
C 4.258 -3.984 -2.333
N 5.069 -4.272 -1.306
C 2.959 -3.438 -1.990
C 1.869 -3.462 -2.866
C 0.702 -2.834 -2.504
N 0.531 -2.202 -1.329
C 1.546 -2.271 -0.445
C 2.752 -2.861 -0.726
H 6.376 -4.900 -4.795
H 4.073 -3.929 -4.495
H 1.932 -3.963 -3.819
H -0.151 -2.826 -3.172
H 1.361 -1.794 0.516
H 3.558 -2.897 -0.012

---

4.
73
Properties=species:S:1:pos:R:3 method="wB97M-V/def2-TZVPD" spin_multiplicity=5 s2=6.04 largest_force_ev_per_a=0.628 gap_ev="6.78 / 4.52" charge=+1 e_lumo_ev="-4.14 / -6.40"
Ru 1.324 0.286 -0.979
O 5.266 3.925 -1.784
C 4.168 4.686 -1.676
C 4.258 6.077 -1.715
C 3.130 6.857 -1.600
C 1.864 6.278 -1.439
C 1.762 4.915 -1.396
C 2.902 4.080 -1.515
C 2.689 2.665 -1.442
O 1.480 2.226 -1.249
N 3.713 1.787 -1.589
N 3.258 0.551 -1.461
C 4.186 -0.415 -1.529
C 3.917 -1.773 -1.545
C 5.030 -2.668 -1.685
C 4.831 -3.992 -1.865
C 3.497 -4.493 -1.943
C 2.405 -3.687 -1.797
C 2.582 -2.321 -1.534
O 1.526 -1.607 -1.290
H 6.040 4.492 -1.890
H 5.232 6.537 -1.835
H 3.229 7.934 -1.633
H 0.984 6.898 -1.348
H 0.797 4.446 -1.272
H 5.207 -0.063 -1.614
H 6.031 -2.256 -1.657
H 5.669 -4.667 -1.964
H 3.343 -5.550 -2.121
H 1.394 -4.071 -1.837
O 0.622 0.216 2.973
C 0.727 0.638 1.852
O 1.729 0.269 1.038
C -0.259 1.607 1.226
C -1.105 0.908 0.147
Ge -2.194 -0.635 0.820
C -3.791 -0.661 -0.295
C -4.365 0.536 -0.730
C -5.559 0.548 -1.440
C -6.202 -0.645 -1.733
C -5.655 -1.844 -1.301
C -4.464 -1.851 -0.585
C -1.179 -2.275 0.636
C -1.442 -3.138 -0.433
C -0.802 -4.368 -0.531
C 0.134 -4.738 0.425
C 0.436 -3.874 1.469
C -0.223 -2.654 1.583
C -2.760 -0.235 2.624
C -2.648 -1.158 3.662
C -3.124 -0.853 4.931
C -3.713 0.378 5.178
C -3.840 1.302 4.151
C -3.370 0.992 2.882
H 0.306 2.435 0.797
H -0.917 2.000 1.998
H -0.523 0.518 -0.735
H -1.781 1.601 -0.350
H -3.894 1.487 -0.508
H -5.990 1.489 -1.759
H -7.131 -0.639 -2.288
H -6.159 -2.778 -1.517
H -4.073 -2.800 -0.234
H -2.164 -2.859 -1.193
H -1.051 -5.042 -1.342
H 0.621 -5.703 0.361
H 1.177 -4.152 2.209
H 0.025 -1.992 2.405
H -2.196 -2.126 3.489
H -3.029 -1.577 5.730
H -4.082 0.614 6.168
H -4.310 2.259 4.337
H -3.497 1.721 2.086

---

5.
72
Properties=species:S:1:pos:R:3 method="wB97M-V/def2-TZVPD" spin_multiplicity=1 largest_force_ev_per_a=2.196 gap_ev="4.31 / 4.32" charge=+1 e_lumo_ev="-4.89 / -4.89"
Ni -0.620 -0.094 0.356
C 0.280 3.137 1.396
P 1.843 2.097 1.036
C 2.970 2.812 2.278
C 3.501 4.054 1.916
C 4.437 4.682 2.712
C 4.860 4.072 3.884
C 4.347 2.837 4.247
C 3.420 2.197 3.442
C 1.304 0.500 1.789
C 0.802 0.392 3.094
C 0.616 -0.849 3.674
C 0.943 -2.005 2.979
C 1.445 -1.921 1.692
C 1.615 -0.679 1.083
C -0.628 2.995 0.265
C -1.207 4.008 -0.536
C -1.860 3.373 -1.567
C -1.656 1.985 -1.379
C -2.083 0.839 -2.216
P -0.888 -0.542 -1.829
C 0.402 -0.223 -3.066
C 1.530 0.481 -2.658
C 2.539 0.762 -3.561
C 2.422 0.342 -4.876
C 1.286 -0.333 -5.294
C 0.272 -0.616 -4.395
C -1.689 -2.086 -2.338
C -0.885 -3.155 -2.737
C -1.443 -4.397 -2.973
C -2.804 -4.591 -2.798
C -3.604 -3.544 -2.370
C -3.049 -2.301 -2.129
N -0.914 1.780 -0.267
H 0.543 4.182 1.570
H -0.144 2.693 2.301
H 3.184 4.510 0.987
H 4.843 5.639 2.419
H 5.589 4.561 4.511
H 4.676 2.365 5.161
H 3.061 1.217 3.720
H 0.563 1.281 3.665
H 0.232 -0.923 4.683
H 0.809 -2.969 3.446
H 1.702 -2.817 1.149
H 2.124 -0.619 0.125
H -1.131 5.058 -0.341
H -2.429 3.824 -2.353
H -2.079 1.086 -3.283
H -3.096 0.531 -1.938
H 1.598 0.809 -1.627
H 3.420 1.293 -3.233
H 3.219 0.539 -5.575
H 1.197 -0.649 -6.322
H -0.613 -1.140 -4.726
H 0.177 -3.005 -2.866
H -0.817 -5.222 -3.279
H -3.240 -5.560 -2.989
H -4.661 -3.702 -2.212
H -3.684 -1.499 -1.778
Se -3.404 0.630 2.922
N -4.169 -0.942 2.893
C -3.399 -1.806 2.240
C -3.630 -3.164 1.961
C -2.700 -3.814 1.182
C -1.563 -3.155 0.700
N -1.305 -1.887 0.960
C -2.200 -1.224 1.708
N -2.007 0.071 1.980
H -4.505 -3.664 2.342
H -2.829 -4.858 0.949
H -0.835 -3.677 0.095

---

6.
78
Properties=species:S:1:pos:R:3 method="wB97M-V/def2-TZVPD" spin_multiplicity=1 largest_force_ev_per_a=0.929 gap_ev=6.78 charge=+1 e_lumo_ev=-4.41
Ta -0.252 0.308 0.028
C -0.518 2.262 3.443
C -1.928 1.874 3.094
C -2.959 2.694 3.536
C -4.283 2.350 3.330
C -4.588 1.155 2.707
C -3.586 0.309 2.239
C -3.983 -1.034 1.697
C -2.256 0.709 2.391
N -1.162 -0.103 1.889
C -0.490 -0.740 2.922
O -0.896 -0.907 4.046
C 0.882 -1.155 2.493
C 1.903 -1.541 3.337
C 3.143 -1.811 2.767
C 3.310 -1.716 1.390
C 2.227 -1.331 0.625
N 1.051 -1.047 1.180
C 2.203 -1.267 -0.876
O 3.146 -1.667 -1.522
N 0.984 -0.852 -1.353
C 0.775 -1.303 -2.707
C 0.983 -0.484 -3.813
C 1.702 0.828 -3.731
C 0.631 -0.956 -5.076
C 0.140 -2.235 -5.249
C 0.098 -3.092 -4.159
C 0.456 -2.654 -2.892
C 0.633 -3.676 -1.805
H -0.379 3.339 3.344
H 0.238 1.767 2.830
H -0.309 1.992 4.479
H -2.712 3.608 4.059
H -5.073 2.998 3.680
H -5.620 0.851 2.597
H -5.060 -1.157 1.767
H -3.515 -1.834 2.272
H -3.705 -1.178 0.655
H 1.715 -1.609 4.398
H 3.976 -2.097 3.394
H 4.246 -1.932 0.897
H 1.974 1.085 -2.708
H 1.102 1.627 -4.160
H 2.619 0.760 -4.317
H 0.777 -0.311 -5.932
H -0.135 -2.588 -6.232
H -0.172 -4.131 -4.298
H -0.066 -4.503 -1.927
H 0.514 -3.268 -0.804
H 1.646 -4.079 -1.867
O -0.305 4.317 0.723
C -0.010 3.165 0.657
O -0.859 2.147 0.554
C 1.431 2.608 0.649
O 2.398 3.162 1.056
O 1.407 1.352 0.144
Se -2.730 0.944 -1.100
Se -2.611 -0.546 -2.906
C -2.288 -1.979 -1.680
C -2.867 -3.206 -1.979
C -2.737 -4.240 -1.073
C -2.052 -4.008 0.109
C -1.497 -2.764 0.314
N -1.594 -1.750 -0.564
C -1.874 2.412 -1.982
C -2.569 3.538 -2.367
C -1.817 4.597 -2.867
C -0.443 4.469 -2.937
C 0.149 3.280 -2.527
N -0.557 2.251 -2.065
H -3.432 -3.327 -2.891
H -3.186 -5.203 -1.275
H -1.945 -4.774 0.861
H -0.970 -2.551 1.228
H -3.642 3.599 -2.262
H -2.302 5.513 -3.173
H 0.175 5.277 -3.295
H 1.221 3.153 -2.563